[1]
Computed, not measured: a 2-piece molecular cluster, C33H42N2O5 overall, with ωB97M-V with the def2-TZVPD basis set.

Geometry as XYZ:
```
82
Properties=species:S:1:pos:R:3
C -2.32 -3.57 2.99
C -1.15 -2.60 2.84
C -1.21 -1.83 1.53
C -0.12 -0.76 1.41
C 0.09 0.17 2.56
C 1.41 0.70 2.80
O 1.75 1.73 3.37
O 2.32 -0.15 2.25
C 3.64 0.43 2.13
C 4.39 -0.47 1.18
C -1.02 1.01 2.98
O -1.09 1.75 3.95
O -2.03 0.83 2.09
C -3.18 1.71 2.22
C -4.17 1.24 1.17
H -2.25 -4.12 3.93
H -3.27 -3.02 2.99
H -2.33 -4.29 2.16
H -1.13 -1.88 3.67
H -0.20 -3.16 2.87
H -1.10 -2.54 0.69
H -2.18 -1.34 1.42
H 0.84 -1.26 1.24
H -0.33 -0.16 0.50
H 3.55 1.46 1.73
H 4.10 0.47 3.12
H 5.46 -0.26 1.21
H 4.22 -1.52 1.43
H 4.02 -0.28 0.17
H -3.60 1.62 3.23
H -2.85 2.74 2.03
H -5.09 1.84 1.21
H -3.73 1.35 0.17
H -4.44 0.19 1.33
C -4.65 4.34 10.65
C -3.40 4.61 9.87
C -2.15 4.31 10.44
C -0.96 4.55 9.76
C 0.34 4.19 10.41
C -1.03 5.11 8.48
N 0.16 5.45 7.77
C 1.02 4.57 7.19
C 0.67 3.16 6.98
C 1.79 2.21 6.96
C 1.83 1.15 6.12
C 3.05 0.36 6.00
C 2.99 -0.90 5.36
C 4.12 -1.70 5.26
C 5.36 -1.24 5.75
C 5.43 0.01 6.38
C 4.29 0.81 6.50
O -0.51 2.84 6.82
N 1.95 5.29 6.54
C 3.06 4.74 5.78
C 1.69 6.65 6.72
C 0.57 6.75 7.46
C -2.25 5.35 7.85
C -2.32 5.77 6.42
C -3.43 5.13 8.58
H -5.52 4.68 10.08
H -4.77 3.27 10.85
H -4.64 4.86 11.62
H -2.10 3.86 11.43
H 1.08 5.01 10.38
H 0.15 3.95 11.47
H 0.79 3.29 9.97
H 2.56 2.42 7.71
H 0.96 0.90 5.50
H 2.02 -1.24 5.00
H 4.04 -2.70 4.82
H 6.25 -1.86 5.66
H 6.38 0.38 6.78
H 4.34 1.79 6.98
H 3.53 5.56 5.24
H 3.82 4.31 6.46
H 2.75 3.97 5.07
H 2.28 7.44 6.28
H 0.00 7.61 7.76
H -3.38 5.91 6.16
H -1.81 6.72 6.22
H -1.92 5.00 5.75
H -4.39 5.34 8.10
```

## Properties
Orbital gap = 4.22 eV
HOMO level = -0.197 Eh
Spin multiplicity = 1
Lowest unoccupied orbital energy = -1.1 eV
Relative energy (zero: lowest compared OMol25 entry of this formula, charge and spin) = 0.0 kcal per mole
Maximum force = 0.075 Eh/bohr
Energy = -1768.31281 Eh

***

[2]
Computed, not measured: a 4-piece molecular cluster, C33H43BrClF9N3O10P overall, with ωB97M-V with the def2-TZVPD basis set.

Geometry as XYZ:
```
101
Properties=species:S:1:pos:R:3
C -4.51 2.60 1.87
C -3.88 1.81 3.01
O -3.55 0.48 2.66
C -2.36 0.35 1.91
C -1.48 -0.76 2.49
O -1.13 -1.75 1.53
C 0.21 -1.60 1.07
C 0.30 -0.43 0.12
C -0.39 -0.55 -1.12
N -1.08 -1.78 -1.36
C -0.67 -2.58 -2.18
O -0.33 -3.32 -3.00
C -0.42 0.47 -2.04
P -1.37 0.42 -3.58
O -2.42 1.47 -3.64
C 0.29 1.67 -1.76
N 0.26 2.67 -2.67
C 0.89 3.77 -2.37
C 0.82 4.88 -3.38
C 1.61 3.91 -1.14
C 2.31 5.19 -0.75
Br 4.11 4.75 -0.12
C 1.58 5.87 0.40
C 0.10 6.17 0.11
N 1.65 2.93 -0.27
C 0.98 1.79 -0.56
C 1.00 0.73 0.40
C 1.79 0.95 1.66
C 3.31 0.87 1.37
C 4.12 0.54 2.61
Cl 4.43 2.01 3.59
H -4.18 3.64 1.92
H -4.21 2.23 0.89
H -5.59 2.62 1.94
H -3.01 2.34 3.39
H -4.59 1.74 3.84
H -1.81 1.30 1.92
H -2.57 0.14 0.85
H -0.59 -0.34 2.95
H -2.06 -1.25 3.27
H 0.47 -2.52 0.57
H 0.87 -1.47 1.92
H -0.48 0.53 -4.66
H -1.93 -0.87 -3.63
H 0.56 4.43 -4.34
H 1.78 5.39 -3.52
H 0.04 5.59 -3.12
H 2.42 5.85 -1.60
H 2.11 6.79 0.65
H 1.65 5.22 1.27
H -0.12 7.24 0.18
H -0.23 5.83 -0.87
H -0.54 5.68 0.84
H 1.52 0.22 2.42
H 1.58 1.96 2.01
H 3.47 0.06 0.65
H 3.63 1.81 0.93
H 3.65 -0.21 3.24
H 5.10 0.17 2.32
C 2.41 -0.91 8.87
C 2.53 0.22 7.87
O 1.58 0.06 6.78
C 0.35 0.48 7.02
O -0.07 0.97 8.03
C -0.51 0.29 5.75
F -0.30 -0.91 5.20
F -0.18 1.23 4.85
F -1.80 0.41 6.03
H 2.52 -1.87 8.37
H 3.18 -0.81 9.63
H 1.43 -0.89 9.36
H 3.51 0.22 7.39
H 2.39 1.19 8.33
C -4.56 -0.46 -5.73
C -3.27 -1.03 -6.28
O -3.52 -1.95 -7.37
C -3.71 -1.40 -8.55
O -3.70 -0.24 -8.83
C -3.92 -2.51 -9.61
F -4.76 -3.45 -9.17
F -2.75 -3.10 -9.89
F -4.41 -2.00 -10.73
H -5.24 -1.26 -5.43
H -4.34 0.17 -4.86
H -5.06 0.16 -6.47
H -2.77 -1.63 -5.52
H -2.59 -0.25 -6.60
C 1.04 -7.24 -1.90
C 2.16 -6.24 -2.07
O 2.49 -5.61 -0.81
C 3.29 -6.30 0.00
O 3.77 -7.37 -0.19
C 3.56 -5.46 1.27
F 2.44 -4.90 1.73
F 4.43 -4.47 0.98
F 4.09 -6.21 2.23
H 0.17 -6.75 -1.45
H 0.75 -7.64 -2.87
H 1.33 -8.06 -1.26
H 1.87 -5.43 -2.72
H 3.06 -6.71 -2.48
```

## Properties
Orbital gap = 8.64 eV
HOMO level = -0.351 Eh
Spin multiplicity = 1
Lowest unoccupied orbital energy = -0.9 eV
Maximum force = 0.033 Eh/bohr
Energy = -6474.35487 Eh

***

[3]
Computed, not measured: C33H43CdN5P2 as an isolated structure, with ωB97M-V with the def2-TZVPD basis set.

Geometry as XYZ:
```
84
Properties=species:S:1:pos:R:3
Cd -0.62 -2.01 -4.68
C -0.07 4.37 -0.66
C -0.76 3.36 -1.20
C -0.98 3.02 -2.64
C 0.20 2.37 -3.41
C 1.46 3.16 -3.64
C 1.71 4.44 -3.40
C 0.75 5.45 -2.88
C 0.72 5.45 -1.32
C -0.16 -3.34 -3.05
H -0.04 4.44 0.43
H -1.28 2.69 -0.52
H -1.36 3.87 -3.22
H -1.78 2.25 -2.65
H 0.46 1.44 -2.89
H -0.16 2.06 -4.40
H 2.23 2.58 -4.17
H 2.72 4.85 -3.55
H -0.25 5.32 -3.31
H 1.09 6.44 -3.20
H 1.77 5.38 -0.98
H 0.36 6.42 -0.94
H -0.96 -3.80 -2.45
H 0.27 -2.52 -2.46
H 0.60 -4.08 -3.35
P 1.40 -1.54 -6.25
P -2.32 -1.28 -6.38
N 2.57 -0.22 -6.54
N 2.49 -2.74 -7.19
N -2.42 0.48 -6.56
N -3.93 -1.52 -7.23
C 0.27 -1.05 -7.62
C -1.13 -1.71 -7.75
C 3.59 0.20 -5.66
C 4.54 0.91 -6.39
C 4.12 0.91 -7.76
C 2.90 0.25 -7.81
C 2.21 -4.11 -7.02
C 2.79 -4.82 -8.07
C 3.47 -3.87 -8.90
C 3.30 -2.62 -8.32
C -2.44 1.40 -5.51
C -2.22 2.69 -6.01
C -2.07 2.57 -7.42
C -2.18 1.22 -7.73
C -4.37 -1.02 -8.47
C -5.56 -1.66 -8.81
C -5.88 -2.57 -7.76
C -4.87 -2.47 -6.80
H 0.80 -1.24 -8.56
H 0.16 0.04 -7.48
H -1.55 -1.51 -8.76
H -1.02 -2.81 -7.66
H 3.53 -0.03 -4.61
H 5.44 1.37 -6.01
H 4.64 1.31 -8.62
H 2.27 0.07 -8.66
H 1.63 -4.44 -6.17
H 2.71 -5.88 -8.24
H 4.00 -4.07 -9.82
H 3.72 -1.68 -8.63
H -2.65 1.07 -4.50
H -2.17 3.62 -5.44
H -1.91 3.37 -8.14
H -2.10 0.71 -8.69
H -3.81 -0.27 -8.99
H -6.13 -1.48 -9.72
H -6.74 -3.22 -7.72
H -4.73 -2.98 -5.86
C -2.94 -3.49 -0.22
C -2.11 -2.35 0.18
C -1.89 -1.93 1.54
C -0.97 -0.87 1.48
C -0.65 -0.71 0.09
C 0.38 0.20 -0.48
N -1.36 -1.60 -0.67
H -3.30 -3.39 -1.26
H -3.81 -3.57 0.44
H -2.36 -4.42 -0.15
H -2.34 -2.39 2.41
H -0.52 -0.30 2.29
H 0.32 0.16 -1.56
H 0.21 1.24 -0.18
H 1.40 -0.10 -0.18
```

## Properties
Orbital gap (spin up / spin down) = 7.59 / 4.47 eV
HOMO level (spin up / spin down) = -0.303 / -0.218 Eh
Spin multiplicity = 1
Lowest unoccupied orbital energy (spin up / spin down) = -0.6 / -1.5 eV
Relative energy (zero: lowest compared OMol25 entry of this formula, charge and spin) = 60.4 kcal per mole
Maximum force = 0.083 Eh/bohr
Energy = -2407.24733 Eh